The following is a quantum chemistry calculation of a 2-piece molecular cluster, C30H40N5 overall in a non-equilibrium geometry, from the Open Molecules 2025 dataset.

The geometry in XYZ format:
```
75
Properties=species:S:1:pos:R:3:lowdin_charge:R:1
C 2.446 2.619 7.228 -0.051
N 2.925 1.437 6.540 -0.179
C 4.140 0.834 7.049 -0.049
C 2.266 0.938 5.458 -0.210
C 2.738 -0.217 4.772 0.001
C 2.179 -0.589 3.558 -0.008
C 1.093 0.133 2.994 -0.176
C 0.596 -0.143 1.650 -0.072
C 1.444 -0.737 0.691 -0.005
C 1.065 -1.218 -0.553 0.048
C 1.544 -2.494 -1.017 -0.199
C 0.673 -3.359 -1.730 -0.052
C 1.163 -4.499 -2.360 -0.066
C 2.478 -4.923 -2.106 -0.054
C 3.281 -4.195 -1.215 -0.066
C 2.837 -2.984 -0.690 -0.013
C -0.798 0.150 1.336 -0.195
C -1.206 0.707 0.108 -0.016
C -2.532 1.033 -0.124 0.005
C -3.524 0.810 0.872 -0.210
N -4.815 1.191 0.665 -0.185
C -5.861 0.947 1.640 -0.051
C -5.212 1.877 -0.549 -0.055
C -3.131 0.168 2.080 -0.002
C -1.800 -0.120 2.304 -0.024
C 0.543 1.194 3.763 -0.008
C 1.103 1.586 4.963 0.000
H 1.460 2.441 7.684 0.101
H 3.168 2.865 8.012 0.086
H 2.358 3.475 6.542 0.099
H 4.916 0.782 6.273 0.099
H 4.499 1.468 7.866 0.086
H 3.958 -0.184 7.427 0.100
H 3.566 -0.789 5.198 0.105
H 2.572 -1.463 3.033 0.117
H 2.470 -0.929 1.013 0.106
H 0.368 -0.687 -1.200 0.069
H -0.391 -3.098 -1.776 0.117
H 0.528 -5.047 -3.059 0.115
H 2.851 -5.841 -2.563 0.111
H 4.277 -4.556 -0.954 0.111
H 3.466 -2.399 -0.017 0.110
H -0.474 0.915 -0.669 0.096
H -2.801 1.457 -1.092 0.101
H -5.826 -0.083 2.017 0.089
H -5.793 1.632 2.500 0.103
H -6.821 1.117 1.144 0.087
H -4.546 2.727 -0.757 0.093
H -5.193 1.200 -1.418 0.101
H -6.231 2.246 -0.400 0.087
H -3.874 -0.093 2.834 0.103
H -1.510 -0.581 3.249 0.128
H -0.322 1.744 3.393 0.125
H 0.671 2.416 5.524 0.104
C -0.731 -0.982 -6.341 -0.062
N -0.421 -0.759 -4.944 -0.140
C -0.172 -1.942 -4.154 -0.081
C 0.075 0.398 -4.404 -0.419
N 0.508 0.378 -3.165 0.101
N 0.082 1.531 -5.215 -0.172
C -1.089 1.889 -5.986 -0.070
C 1.019 2.602 -4.928 -0.074
H 0.039 -0.568 -7.005 0.100
H -0.773 -2.064 -6.504 0.088
H -1.708 -0.574 -6.623 0.079
H 0.565 -1.661 -3.396 0.043
H -1.076 -2.283 -3.632 0.093
H 0.227 -2.758 -4.767 0.095
H 0.838 1.310 -2.913 0.038
H -2.014 1.648 -5.448 0.098
H -1.085 2.964 -6.189 0.092
H -1.107 1.369 -6.947 0.065
H 1.916 2.163 -4.484 0.088
H 1.307 3.104 -5.857 0.093
H 0.616 3.351 -4.229 0.091
```

Computed properties:
gap between HOMO and LUMO	5.72	eV
lowest unoccupied orbital energy	-4.24	eV
E	-39201.5175	eV
energy relative to the best compared isomer or geometry (same formula, charge and spin)	10.1	kcal per mole
HOMO level	-9.966	eV
total charge	+1

=====

The following is a quantum chemistry calculation of C30H41BrCl2IMgN8O5P2 as an isolated structure in a non-equilibrium geometry, from the Open Molecules 2025 dataset.

The geometry in XYZ format:
```
91
Properties=species:S:1:pos:R:3:lowdin_charge:R:1
Mg 0.087 -0.084 0.183 0.324
C 3.940 -2.454 -0.116 -0.061
N 3.945 -1.672 1.108 -0.278
C 4.115 -2.454 2.318 -0.077
P 2.983 -0.316 1.016 0.586
O 1.979 -0.145 -0.058 -0.317
O 2.557 0.176 2.486 -0.262
P 1.123 0.746 2.884 0.563
O -0.001 0.469 1.979 -0.262
N 0.885 0.077 4.381 -0.273
C -0.445 0.142 4.946 -0.081
C 1.948 -0.004 5.362 -0.084
N 1.409 2.409 2.833 -0.269
C 0.236 3.254 2.985 -0.096
C 2.569 2.944 3.523 -0.088
N 4.116 0.929 0.744 -0.294
C 4.570 1.146 -0.619 -0.112
C 5.236 0.920 1.672 -0.113
H 4.853 -3.050 -0.150 0.103
H 3.927 -1.774 -0.968 0.085
H 3.078 -3.122 -0.180 0.073
H 5.099 -2.924 2.269 0.098
H 3.345 -3.219 2.431 0.079
H 4.075 -1.793 3.178 0.075
H -1.158 0.273 4.136 0.072
H -0.547 0.971 5.653 0.093
H -0.668 -0.789 5.467 0.097
H 2.910 0.018 4.859 0.072
H 1.859 -0.946 5.906 0.098
H 1.904 0.818 6.084 0.091
H -0.604 2.797 2.465 0.079
H 0.444 4.230 2.543 0.080
H -0.036 3.411 4.035 0.093
H 3.401 2.255 3.424 0.062
H 2.370 3.122 4.584 0.090
H 2.846 3.894 3.061 0.095
H 3.761 0.941 -1.316 0.075
H 5.420 0.503 -0.874 0.091
H 4.886 2.186 -0.726 0.092
H 4.897 0.560 2.638 0.064
H 5.628 1.932 1.776 0.094
H 6.042 0.264 1.327 0.091
I -1.110 5.982 -0.236 0.880
C -0.186 4.117 -0.358 -0.748
C 1.165 3.837 -0.359 -0.120
N 1.270 2.505 -0.441 0.030
N 0.086 1.916 -0.486 -0.020
C -0.821 2.874 -0.435 -0.177
H 2.013 4.490 -0.327 0.127
H 2.099 1.925 -0.408 0.112
H -1.873 2.666 -0.452 0.111
Br -4.984 -0.922 2.649 0.778
C -4.121 -0.504 1.017 -0.640
C -4.840 -0.408 -0.166 -0.080
C -4.138 -0.070 -1.311 -0.024
C -2.773 0.157 -1.224 -0.136
N -2.089 0.039 -0.091 0.010
C -2.749 -0.287 1.006 -0.162
H -5.904 -0.588 -0.189 0.114
H -4.646 0.017 -2.259 0.116
H -2.207 0.452 -2.095 0.093
H -2.164 -0.376 1.908 0.095
Cl -0.969 -5.990 -3.353 0.771
C -0.732 -4.369 -3.900 -0.584
C -0.945 -4.059 -5.231 -0.090
C -0.840 -2.746 -5.660 -0.072
C -0.528 -1.747 -4.758 -0.101
C -0.278 -2.068 -3.433 -0.496
Cl 0.212 -0.792 -2.347 0.861
C -0.351 -3.388 -2.968 -0.289
N -0.093 -3.706 -1.646 0.085
C 0.932 -4.542 -1.215 -0.219
C 1.778 -5.175 -2.126 -0.057
C 2.799 -5.998 -1.695 -0.075
C 3.010 -6.190 -0.342 -0.091
C 2.195 -5.546 0.570 -0.058
C 1.157 -4.717 0.162 -0.169
C 0.318 -4.031 1.219 -0.014
C 0.522 -2.515 1.167 -0.557
O 1.424 -1.972 1.813 -0.029
O -0.276 -1.884 0.417 -0.116
H -1.196 -4.844 -5.925 0.110
H -1.013 -2.502 -6.697 0.112
H -0.440 -0.722 -5.083 0.107
H -0.356 -2.987 -0.978 0.081
H 1.647 -4.998 -3.183 0.100
H 3.432 -6.482 -2.423 0.108
H 3.810 -6.828 0.001 0.102
H 2.369 -5.690 1.626 0.112
H 0.626 -4.391 2.202 0.124
H -0.745 -4.239 1.066 0.136
```

Computed properties:
gap between HOMO and LUMO	7.86	eV
lowest unoccupied orbital energy	-1.93	eV
E	-181149.0345	eV
energy relative to the best compared isomer or geometry (same formula, charge and spin)	35.4	kcal per mole
HOMO level	-9.794	eV
total charge	+1

=====

The following is a quantum chemistry calculation of C30H41CdN8O4S as an isolated structure in a non-equilibrium geometry, from the Open Molecules 2025 dataset.

The geometry in XYZ format:
```
85
Properties=species:S:1:pos:R:3:lowdin_charge:R:1
Cd -0.294 0.804 -0.376 1.421
C -0.609 3.170 1.700 -0.149
C 0.481 3.712 1.024 -0.113
C 0.301 4.338 -0.200 -0.102
C -0.971 4.432 -0.752 -0.104
C -2.054 3.876 -0.092 -0.127
C -1.875 3.233 1.131 -0.125
H -0.481 2.752 2.687 0.096
H 1.465 3.675 1.475 0.107
H 1.147 4.763 -0.723 0.106
H -1.115 4.951 -1.691 0.104
H -3.052 3.978 -0.506 0.100
H -2.730 2.845 1.670 0.101
C 7.365 -0.885 0.361 -0.043
C 5.939 -0.903 -0.118 -0.263
C 5.552 -1.777 -1.132 -0.026
C 4.245 -1.803 -1.590 -0.047
C 3.307 -0.954 -1.022 -0.287
C 3.670 -0.073 -0.013 -0.070
C 4.981 -0.056 0.435 -0.035
S 1.647 -0.951 -1.644 0.561
O 0.760 -1.453 -0.596 -0.389
O 1.628 -1.672 -2.885 -0.290
N 1.237 0.597 -1.775 -0.260
C 1.610 1.404 -2.845 -0.402
C 2.602 1.075 -3.785 -0.014
C 2.890 1.981 -4.784 -0.060
C 2.198 3.186 -4.842 -0.078
C 1.229 3.411 -3.886 -0.155
N 0.929 2.549 -2.913 0.084
H 8.054 -0.805 -0.481 0.085
H 7.600 -1.812 0.887 0.087
H 7.550 -0.051 1.035 0.077
H 6.288 -2.438 -1.573 0.121
H 3.939 -2.468 -2.389 0.117
H 2.935 0.602 0.405 0.088
H 5.267 0.641 1.214 0.115
H 3.107 0.123 -3.726 0.096
H 3.648 1.745 -5.520 0.112
H 2.407 3.920 -5.607 0.102
H 0.651 4.330 -3.892 0.101
N -1.965 1.022 -2.000 0.017
C -2.613 -0.301 -2.006 -0.288
C -4.039 -0.287 -2.579 -0.138
C -5.019 0.723 -1.958 -0.162
C -5.330 0.651 -0.461 -0.141
N -5.928 -0.627 -0.071 0.111
C -5.564 -1.410 0.931 -0.434
N -4.712 -0.987 1.879 0.217
N -6.196 -2.580 1.096 0.209
C -2.617 -0.917 -0.587 -0.670
O -3.099 -2.042 -0.464 0.025
O -2.151 -0.189 0.370 -0.192
H -2.618 1.743 -1.722 0.053
H -1.587 1.275 -2.906 0.091
H -2.015 -0.979 -2.618 0.156
H -4.426 -1.303 -2.496 0.113
H -3.974 -0.043 -3.641 0.121
H -5.966 0.643 -2.500 0.117
H -4.650 1.735 -2.146 0.108
H -6.047 1.439 -0.226 0.130
H -4.433 0.829 0.127 0.100
H -6.574 -1.021 -0.736 0.162
H -3.909 -0.457 1.550 0.080
H -4.419 -1.706 2.523 0.125
H -6.716 -2.984 0.336 0.127
H -5.820 -3.240 1.753 0.126
N 0.588 0.399 1.647 0.108
C 0.847 -0.654 2.064 -0.270
N 1.128 -1.857 2.470 -0.071
C 2.394 -2.154 3.153 -0.124
C 2.157 -2.223 4.659 -0.170
C 1.041 -3.227 4.974 -0.193
C -0.241 -2.880 4.209 -0.175
C 0.044 -2.819 2.711 -0.121
H 3.131 -1.400 2.884 0.123
H 2.742 -3.121 2.783 0.134
H 1.876 -1.232 5.026 0.119
H 3.084 -2.512 5.157 0.117
H 0.842 -3.242 6.046 0.112
H 1.371 -4.230 4.686 0.117
H -0.609 -1.902 4.536 0.117
H -1.020 -3.618 4.413 0.113
H -0.822 -2.519 2.123 0.123
H 0.386 -3.790 2.348 0.135
```

Computed properties:
gap between HOMO and LUMO	8.15	eV
lowest unoccupied orbital energy	-2.08	eV
E	-67283.1570	eV
energy relative to the best compared isomer or geometry (same formula, charge and spin)	15.1	kcal per mole
HOMO level	-10.227	eV
total charge	+1